Formula: C31H36ClN3NiO2Si
Source: the OMol25 dataset
Level of theory: ωB97M-V/def2-TZVPD

* LUMO energy (alpha / beta): 0.4 / 0.2 eV
* highest occupied orbital energy (alpha / beta): -8.07 / -8.75 eV
* DFT total energy: -3775.6744 a.u.
* ΔE to the lowest compared entry with this formula, charge and spin: 5.8 kJ/mol
* molar mass: 604.880 g mol⁻¹
* Kohn-Sham gap (alpha / beta): 8.49 / 8.98 eV
* ⟨S²⟩: 2.0057

```
! RIJCOSX wB97M-V def2-TZVPD def2/J DEFGRID3
* xyz 0 3
Ni 0.31 0.10 1.05
C -0.24 -1.59 0.15
Si 0.52 -1.53 -1.52
C 2.18 -0.68 -1.18
N 1.94 0.50 -0.31
C 1.68 1.74 -1.12
C 2.86 2.72 -1.13
C 4.19 1.99 -1.26
C 4.39 1.01 -0.09
C 3.07 0.73 0.62
C -0.46 -0.46 -2.70
C 0.00 -0.20 -3.99
C -0.68 0.66 -4.84
C -1.84 1.28 -4.41
C -2.32 1.04 -3.13
C -1.64 0.17 -2.29
C 0.88 -3.19 -2.33
C 0.19 -3.64 -3.46
C 0.40 -4.90 -3.98
C 1.32 -5.76 -3.38
C 2.02 -5.34 -2.26
C 1.79 -4.07 -1.74
H 0.23 -2.41 0.71
H -1.31 -1.82 0.13
H 2.72 -0.38 -2.09
H 2.83 -1.39 -0.66
H 0.78 2.22 -0.74
H 1.47 1.42 -2.14
H 2.85 3.34 -0.23
H 2.71 3.40 -1.96
H 5.01 2.71 -1.29
H 4.21 1.46 -2.21
H 5.10 1.40 0.64
H 4.81 0.07 -0.46
H 2.79 1.57 1.25
H 3.16 -0.15 1.27
H 0.91 -0.68 -4.34
H -0.30 0.85 -5.84
H -2.37 1.96 -5.06
H -3.22 1.54 -2.78
H -2.01 0.00 -1.29
H -0.53 -2.98 -3.94
H -0.14 -5.23 -4.86
H 1.49 -6.75 -3.79
H 2.73 -6.00 -1.78
H 2.34 -3.77 -0.85
Cl -7.05 -0.28 2.12
C -5.55 0.45 1.63
C -4.41 -0.33 1.55
C -3.22 0.27 1.17
C -3.15 1.62 0.86
C -4.32 2.38 0.92
C -5.52 1.80 1.31
C -1.86 2.32 0.48
O -1.93 3.46 0.03
O -0.76 1.68 0.67
H -4.46 -1.39 1.78
H -2.33 -0.35 1.06
H -4.26 3.42 0.67
H -6.43 2.38 1.36
C -2.41 1.12 5.57
C -1.11 0.89 4.88
C 0.18 0.80 5.35
C 0.99 0.59 4.23
N 0.24 0.54 3.13
N -1.03 0.71 3.55
C 2.47 0.44 4.19
H -2.25 1.20 6.64
H -3.11 0.31 5.38
H -2.87 2.05 5.23
H 0.51 0.89 6.38
H -1.77 0.84 2.87
H 2.87 0.51 5.20
H 2.93 1.22 3.58
H 2.77 -0.53 3.78
*
```